No. 1
Density functional theory data (the ωB97M-V functional and the def2-TZVPD basis) for C2H4O4SY as an isolated structure at a distorted geometry.

```
12
Properties=species:S:1:pos:R:3:lowdin_charge:R:1
S -1.489 -1.055 -2.181 0.746
O -0.280 -0.604 -2.955 -0.449
O -1.138 -2.476 -1.562 -0.634
O -1.440 -0.232 -0.773 -0.640
C 0.484 1.281 0.433 -0.037
C 0.843 0.430 1.600 -0.202
O 0.512 -0.782 1.669 -0.160
Y -0.909 -1.942 0.464 1.788
H 1.103 2.192 0.431 0.100
H 0.897 0.784 -0.460 0.126
H -0.352 1.682 1.210 0.201
H 1.769 0.722 2.124 0.161
```

The HOMO energy is -0.467 Ha. As for the LUMO energy: -5.8 eV. As for the spin multiplicity: 1. The charge is +1. The calculation puts the HOMO-LUMO gap at 6.9 eV.


No. 2
Density functional theory data (the ωB97M-V functional and the def2-TZVPD basis) for a 2-piece molecular cluster, C2H4OS overall at a distorted geometry.

```
8
Properties=species:S:1:pos:R:3:lowdin_spin:R:1
C -2.504 -0.003 0.084 0.603
C -1.300 -0.515 -0.029 0.731
O -3.612 0.351 0.218 0.520
S 2.457 0.840 0.086 0.003
H 3.322 0.955 -0.926 0.000
H -1.184 -1.517 0.172 0.076
H -0.408 0.010 -0.259 0.067
H 3.230 -0.122 0.654 0.000
```

The HOMO energy (spin up / spin down) is -0.204 / -0.373 Ha. As for the LUMO energy (spin up / spin down): 0.6 / -2.1 eV. As for the spin multiplicity: 3. For the relative energy (zero: lowest compared OMol25 entry of this formula, charge and spin), the calculation gives 28.01 kcal/mol. Its expectation value of S² is 2.01. The calculation puts the HOMO-LUMO gap (spin up / spin down) at 6.2 / 8.0 eV.


No. 3
Density functional theory data (the ωB97M-V functional and the def2-TZVPD basis) for C2H4OS2 as an isolated structure at a distorted geometry.

```
9
Properties=species:S:1:pos:R:3:lowdin_charge:R:1
C -1.369 -0.582 -0.548 -0.035
C -0.662 0.372 -0.022 -0.366
O 1.978 2.185 -0.141 -0.438
S 1.669 -1.657 -0.045 0.219
S 1.144 0.084 0.292 0.436
H -2.394 -0.359 -0.928 0.100
H -0.882 -1.540 -0.296 0.023
H -0.651 1.398 -0.042 0.027
H 1.168 0.099 1.731 0.034
```

The HOMO energy (spin up / spin down) is -0.352 / -0.353 Ha. As for the LUMO energy (spin up / spin down): -2.2 / -2.0 eV. As for the spin multiplicity: 1. For the relative energy (zero: lowest compared OMol25 entry of this formula, charge and spin), the calculation gives 167.84 kcal/mol. The calculation puts the HOMO-LUMO gap (spin up / spin down) at 7.4 / 7.7 eV.


No. 4
Density functional theory data (the ωB97M-V functional and the def2-TZVPD basis) for C2H4OS2 as an isolated structure at a distorted geometry.

```
9
Properties=species:S:1:pos:R:3:lowdin_charge:R:1
C -0.282 -0.873 -0.257 -0.567
C 0.878 0.210 -0.169 -1.137
H -1.255 0.795 1.331 0.043
H 0.002 -1.381 0.896 0.125
H 0.054 -1.886 -1.102 0.200
H -0.458 1.671 -0.705 0.150
O 0.490 1.454 -0.164 -0.189
S -1.828 0.073 0.062 0.637
S 2.399 -0.063 0.107 0.738
```

The HOMO energy is -0.317 Ha. As for the LUMO energy: 0.0 eV. As for the spin multiplicity: 1. For the relative energy (zero: lowest compared OMol25 entry of this formula, charge and spin), the calculation gives 75.13 kcal/mol. The calculation puts the HOMO-LUMO gap at 8.6 eV.


No. 5
Density functional theory data (the ωB97M-V functional and the def2-TZVPD basis) for a 2-piece molecular cluster, C2H4OS2 overall at a distorted geometry.

```
9
Properties=species:S:1:pos:R:3:lowdin_charge:R:1
C 0.693 0.708 -1.767 -0.073
C -0.206 -0.066 -1.196 -0.103
O -1.763 -0.855 3.747 -0.627
S 0.965 -1.003 2.475 0.222
S -0.648 -0.049 2.684 0.405
H 1.647 0.324 -2.088 0.046
H 0.513 1.754 -1.945 0.045
H -1.171 0.303 -0.881 0.043
H -0.029 -1.116 -1.029 0.042
```

The HOMO energy is -0.380 Ha. As for the LUMO energy: -2.7 eV. As for the spin multiplicity: 1. For the relative energy (zero: lowest compared OMol25 entry of this formula, charge and spin), the calculation gives 66.28 kcal/mol. The calculation puts the HOMO-LUMO gap at 7.6 eV.


No. 6
Density functional theory data (the ωB97M-V functional and the def2-TZVPD basis) for a 2-piece molecular cluster, C2H4OS2 overall at a distorted geometry.

```
9
Properties=species:S:1:pos:R:3:lowdin_charge:R:1
C 1.730 1.182 -0.706 -0.905
C -0.588 0.196 -0.325 -0.355
O 3.897 0.805 -2.045 -0.601
S 2.695 1.647 -1.993 0.807
S 0.236 1.853 -0.244 0.727
H 2.342 -0.230 0.228 0.242
H -0.604 -0.085 0.750 0.052
H 0.015 -0.254 -1.118 0.026
H -1.556 0.278 -0.711 0.007
```

The HOMO energy (spin up / spin down) is -0.322 / -0.322 Ha. As for the LUMO energy (spin up / spin down): -0.6 / -0.6 eV. As for the spin multiplicity: 1. For the relative energy (zero: lowest compared OMol25 entry of this formula, charge and spin), the calculation gives 103.10 kcal/mol. The calculation puts the HOMO-LUMO gap (spin up / spin down) at 8.2 / 8.2 eV.


No. 7
Density functional theory data (the ωB97M-V functional and the def2-TZVPD basis) for the molecule C2H4OS2 at a distorted geometry.

```
9
Properties=species:S:1:pos:R:3:lowdin_charge:R:1
C -0.131 -0.648 -0.178 -0.663
C 0.906 0.337 -0.070 -0.953
H -1.790 0.051 1.238 -0.129
H -0.104 -1.385 0.659 0.087
H -0.052 -1.565 -1.071 0.189
H -0.251 1.621 -0.493 0.015
O 0.603 1.657 -0.062 -0.035
S -1.693 0.061 -0.042 0.814
S 2.512 -0.127 0.019 0.674
```

The HOMO energy is -0.320 Ha. As for the LUMO energy: -0.1 eV. As for the spin multiplicity: 1. For the relative energy (zero: lowest compared OMol25 entry of this formula, charge and spin), the calculation gives 30.98 kcal/mol. The structure (SMILES) is OC(=S)CS. The calculation puts the HOMO-LUMO gap at 8.6 eV.


No. 8
Density functional theory data (the ωB97M-V functional and the def2-TZVPD basis) for a 2-piece molecular cluster, C2H4OS2 overall at a distorted geometry.

```
9
Properties=species:S:1:pos:R:3:lowdin_spin:R:1
C -2.408 -1.336 0.265 0.587
C 1.714 1.001 0.130 0.028
O -2.075 -1.486 1.373 0.285
S -0.625 0.033 -1.476 0.630
S 1.230 -0.369 -0.983 0.352
H -3.275 -1.600 -0.326 0.108
H 2.754 0.836 0.390 -0.001
H 1.088 0.975 1.018 0.006
H 1.597 1.948 -0.390 0.005
```

The HOMO energy (spin up / spin down) is -0.258 / -0.330 Ha. As for the LUMO energy (spin up / spin down): 0.7 / -1.7 eV. As for the spin multiplicity: 3. For the relative energy (zero: lowest compared OMol25 entry of this formula, charge and spin), the calculation gives 0.00 kcal/mol. Its expectation value of S² is 2.01. The calculation puts the HOMO-LUMO gap (spin up / spin down) at 7.7 / 7.3 eV.


No. 9
Density functional theory data (the ωB97M-V functional and the def2-TZVPD basis) for a 2-piece molecular cluster, C2H4OS3 overall at a distorted geometry.

```
10
Properties=species:S:1:pos:R:3:lowdin_charge:R:1
C 1.477 -0.576 0.098 -0.733
C 0.622 0.109 -0.923 -0.173
O -2.128 0.302 -0.303 -0.616
S 0.955 -1.506 1.268 0.678
S -2.186 1.571 2.289 0.197
S -2.569 0.094 1.087 0.409
H 2.557 -0.600 -0.002 0.033
H 0.002 0.908 -0.556 0.049
H -0.030 -0.747 -1.274 0.094
H 1.299 0.447 -1.683 0.063
```

The HOMO energy is -0.320 Ha. As for the LUMO energy: -2.0 eV. As for the spin multiplicity: 1. For the relative energy (zero: lowest compared OMol25 entry of this formula, charge and spin), the calculation gives 43.51 kcal/mol. The calculation puts the HOMO-LUMO gap at 6.7 eV.


No. 10
Density functional theory data (the ωB97M-V functional and the def2-TZVPD basis) for a 2-piece molecular cluster, C2H4OS3 overall at a distorted geometry.

```
10
Properties=species:S:1:pos:R:3:lowdin_charge:R:1
C 1.120 0.620 0.580 -0.727
C 1.039 -0.547 -0.400 -0.189
O -2.207 -0.539 0.998 -0.605
S 2.474 1.478 0.645 0.666
S -2.684 1.032 -1.254 0.222
S -3.266 -0.237 0.061 0.417
H 0.158 0.701 1.105 0.040
H 1.550 -1.318 0.218 0.089
H 1.726 -0.288 -1.194 0.047
H 0.091 -0.902 -0.761 0.040
```

The HOMO energy is -0.313 Ha. As for the LUMO energy: -2.3 eV. As for the spin multiplicity: 1. For the relative energy (zero: lowest compared OMol25 entry of this formula, charge and spin), the calculation gives 44.26 kcal/mol. The calculation puts the HOMO-LUMO gap at 6.2 eV.


No. 11
Density functional theory data (the ωB97M-V functional and the def2-TZVPD basis) for the molecule C2H4OS3 at a distorted geometry.

```
10
Properties=species:S:1:pos:R:3:lowdin_spin:R:1
C 0.907 -0.206 -1.122 0.641
C -0.143 0.118 0.313 0.269
O 1.625 -1.130 -0.975 0.696
S -0.173 -1.341 1.453 0.036
S 0.669 1.472 1.167 0.153
S -1.881 0.675 -0.251 0.100
H 0.764 0.562 -1.763 0.084
H 0.942 -1.936 0.900 0.003
H -0.429 2.267 0.859 0.012
H -2.281 -0.480 -0.581 0.004
```

The HOMO energy (spin up / spin down) is -0.219 / -0.342 Ha. As for the LUMO energy (spin up / spin down): 0.2 / -3.0 eV. As for the spin multiplicity: 3. For the relative energy (zero: lowest compared OMol25 entry of this formula, charge and spin), the calculation gives 45.68 kcal/mol. Its expectation value of S² is 2.01. The calculation puts the HOMO-LUMO gap (spin up / spin down) at 6.1 / 6.3 eV.


No. 12
Density functional theory data (the ωB97M-V functional and the def2-TZVPD basis) for a 2-piece molecular cluster, C2H4OSi overall at a distorted geometry.

```
8
Properties=species:S:1:pos:R:3:lowdin_charge:R:1
C -2.191 0.221 0.423 0.028
C -1.608 0.664 -0.510 0.006
O 1.188 -0.942 -1.128 -0.463
Si 1.942 -0.460 0.083 0.613
H -2.768 -0.129 1.117 -0.042
H 1.404 -0.765 1.397 -0.075
H 2.987 0.601 -0.077 -0.069
H -0.954 0.810 -1.305 0.002
```

The HOMO energy is -0.386 Ha. As for the LUMO energy: -0.5 eV. As for the spin multiplicity: 1. For the relative energy (zero: lowest compared OMol25 entry of this formula, charge and spin), the calculation gives 36.58 kcal/mol. The structure (SMILES) is O=[SiH2].C#C. The calculation puts the HOMO-LUMO gap at 10.0 eV.


E_tot (Eh)
-815.790451; -551.851102; -949.941212; -950.088969; -950.103068; -950.044383; -950.159316; -950.104919; -1348.339032; -1348.337841; -1348.200839; -443.214078